Record 1
Here is a molecular structure, C22H49GaN2OP3S in a non-equilibrium geometry from OMol25. Energies are from ωB97M-V/def2-TZVPD.

Output
Molecular weight ... 552.36 g/mol
Total charge ... +3
Energy relative to the best compared isomer or geometry (same formula, charge and spin) ... 65.0 kcal per mole

Each line ends with the Mulliken charge.
CARTESIAN COORDINATES (ANGSTROEM)
Ga: 0.603 -1.898 -2.510  0.157
S: -2.601 0.320 -1.028  -0.122
P: 0.466 -3.104 -0.103  0.616
P: 2.631 0.840 1.021  0.650
P: 2.696 -1.307 -3.293  1.086
O: -1.275 0.131 2.697  -0.470
N: -2.866 1.707 3.200  0.261
N: -2.001 0.417 4.911  0.242
C: -1.090 -0.599 5.397  -0.754
C: -3.020 3.787 -3.776  -0.560
C: -2.932 2.959 3.947  -1.032
C: -0.771 -2.186 -3.911  -0.363
C: -0.123 -1.009 -4.526  -0.659
C: 1.976 1.152 2.726  -0.827
C: -1.504 2.139 -2.829  -0.260
C: -3.949 1.840 -2.758  -0.495
C: 1.561 -2.938 1.366  -0.937
C: 3.989 -2.032 -2.262  -1.159
C: -1.732 3.300 -3.569  -0.497
C: 4.410 0.601 1.443  -1.310
C: -4.135 3.023 -3.471  -0.505
C: 3.027 0.482 -3.145  -0.909
C: 2.721 2.582 0.469  -1.284
C: -1.073 -3.212 0.896  -1.016
C: -1.977 0.696 3.557  0.264
C: -2.651 1.444 -2.383  0.515
C: 0.679 -4.912 -0.341  -1.348
C: -2.981 1.837 1.769  -1.337
C: 3.086 -1.683 -5.035  -1.393
C: -3.261 0.599 5.621  -0.942
H: 2.548 -2.572 1.072  0.285
H: -1.447 -1.589 5.078  0.372
H: -2.637 3.784 3.297  0.490
H: 4.168 -1.391 -1.390  0.287
H: -3.589 -0.340 6.081  0.404
H: 2.483 0.388 3.347  0.367
H: 3.698 -3.025 -1.902  0.402
H: 0.324 -5.170 -1.336  0.425
H: 3.409 3.112 1.143  0.414
H: -4.006 0.918 4.880  0.392
H: 1.672 -3.904 1.886  0.435
H: 2.100 1.058 -3.029  0.113
H: -3.375 0.911 1.335  0.574
H: -2.449 1.353 -0.197  -0.067
H: 0.884 0.954 2.751  -0.169
H: 4.044 -1.186 -5.285  0.478
H: 1.698 2.982 0.528  0.323
H: -2.250 2.939 4.800  0.374
H: -1.942 -3.307 0.236  0.427
H: -3.652 2.676 1.591  0.511
H: -5.129 3.302 -3.814  0.411
H: -1.174 -2.292 1.494  -0.002
H: -0.075 -0.401 5.027  0.184
H: 3.549 0.779 -4.073  0.521
H: 0.406 -1.207 -5.486  0.327
H: 4.893 -2.117 -2.880  0.422
H: 4.935 0.339 0.514  0.350
H: -1.030 -4.102 1.548  0.477
H: 0.045 -5.475 0.361  0.420
H: -4.798 1.256 -2.389  0.408
H: 3.069 2.654 -0.571  0.323
H: 4.847 1.515 1.869  0.427
H: -0.489 1.861 -2.450  0.383
H: -0.890 3.859 -3.949  0.410
H: -0.743 -0.107 -4.497  0.262
H: 2.307 -1.322 -5.707  0.402
H: -3.196 1.365 6.410  0.352
H: 4.500 -0.228 2.157  0.384
H: -1.977 2.033 1.335  0.343
H: -3.144 4.750 -4.227  0.434
H: 1.726 -5.218 -0.258  0.407
H: 1.102 -2.197 2.044  0.136
H: -0.550 -3.176 -4.373  0.435
H: -3.957 3.130 4.299  0.354
H: -1.031 -0.628 6.493  0.393
H: 3.666 0.666 -2.267  0.277
H: 3.185 -2.759 -5.206  0.411
H: 2.161 2.173 3.127  0.448
H: -1.794 -2.016 -3.496  0.452

Cartesian forces (eV/Å) of the 3 atoms listed first:
-0.27 -1.01 1.10
0.74 -0.51 -0.03
-0.09 -1.30 1.85


Record 2
Here is 5 unconnected molecules or ions with the total composition C22H49N2O16P4 in a non-equilibrium geometry from OMol25. Energies are from ωB97M-V/def2-TZVPD.

Output
Molecular weight ... 721.53 g/mol
Total charge ... +1
Energy relative to the best compared isomer or geometry (same formula, charge and spin) ... 244.9 kcal per mole

Each line ends with the Mulliken charge.
CARTESIAN COORDINATES (ANGSTROEM)
P: 9.146 -1.399 0.158  1.013
P: 0.947 -0.802 6.220  1.130
P: -8.342 3.164 -1.272  0.888
P: -1.146 -3.264 0.320  0.847
O: -9.292 1.870 -1.441  -0.275
O: 8.650 -0.415 -1.018  -0.277
O: 9.140 -0.799 1.529  -0.686
O: -2.148 -3.271 1.586  -0.281
O: 10.585 -1.910 -0.346  -0.350
O: -0.455 -0.292 6.822  -0.346
O: -6.902 2.653 -1.775  -0.188
O: -8.837 4.148 -2.447  -0.300
O: 0.290 -3.599 0.963  -0.272
O: 1.173 -2.277 6.326  -0.707
O: -8.348 3.764 0.099  -0.697
O: 0.961 -0.217 4.719  -0.261
O: 8.195 -2.693 -0.012  -0.187
O: 2.046 0.101 6.984  -0.285
O: -1.538 -4.609 -0.475  -0.324
O: -1.187 -2.012 -0.498  -0.518
N: -0.999 4.233 -3.198  -0.087
N: -3.029 3.021 -2.119  0.011
C: 1.893 -0.789 3.826  -0.583
C: 1.751 2.540 -3.576  -0.504
C: -3.615 0.042 -4.000  -0.465
C: 7.587 0.460 -0.705  -0.633
C: -2.190 1.998 -2.853  0.105
C: -6.774 2.113 -3.073  -0.458
C: 10.713 -2.449 -1.644  -0.671
C: -0.880 2.736 -3.520  0.171
C: -9.900 5.023 -2.134  -0.650
C: -2.584 0.376 -2.938  -0.575
C: 3.953 1.098 -3.182  -0.282
C: 0.374 2.051 -4.389  -0.536
C: -1.952 -2.261 2.554  -0.634
C: 4.628 0.064 -2.468  -0.437
C: 3.140 2.047 -4.294  -0.196
C: -9.005 0.761 -0.615  -0.653
C: 0.453 -4.783 1.714  -0.742
C: -0.791 1.076 6.731  -0.714
C: 8.482 -3.802 0.814  -0.707
C: -2.272 4.304 -2.374  -0.188
C: 2.169 -0.096 8.378  -0.692
C: -2.572 -4.501 -1.430  -0.658
H: 1.603 2.122 -2.470  0.317
H: -2.158 -4.130 -2.372  0.257
H: -4.724 -0.292 -3.714  0.251
H: -1.692 -1.308 2.085  0.315
H: -1.157 -2.562 3.240  0.216
H: 2.869 1.422 -5.253  0.305
H: 11.398 -1.825 -2.221  0.279
H: 4.964 -0.994 -2.033  0.368
H: 9.286 -4.391 0.367  0.249
H: 11.132 -3.456 -1.566  0.276
H: -3.259 0.195 -5.124  0.247
H: -3.361 -3.828 -1.083  0.312
H: -9.899 0.138 -0.541  0.249
H: 2.082 -0.082 3.014  0.264
H: 0.820 -4.519 2.709  0.257
H: 1.193 -5.417 1.221  0.288
H: -8.713 1.079 0.389  0.339
H: -10.637 4.533 -1.492  0.321
H: 8.775 -3.483 1.818  0.354
H: 0.223 0.872 -4.326  0.334
H: -7.729 2.053 -3.599  0.426
H: -0.478 -5.342 1.823  0.348
H: 6.850 -0.030 -0.063  0.333
H: -8.201 0.172 -1.062  0.217
H: -2.877 -2.135 3.121  0.298
H: -2.648 5.357 -1.963  0.369
H: -10.388 5.330 -3.062  0.248
H: -1.695 1.180 6.127  0.269
H: -0.991 1.455 7.736  0.282
H: 0.352 2.408 -5.505  0.320
H: 1.661 3.727 -3.532  0.199
H: -2.102 -0.430 -2.225  0.489
H: -0.338 4.981 -3.506  0.298
H: 0.005 1.674 6.284  0.343
H: -3.900 2.802 -1.587  0.267
H: -3.002 -5.491 -1.598  0.243
H: 1.401 0.482 8.897  0.247
H: 7.099 0.767 -1.633  0.173
H: 2.074 -1.153 8.639  0.337
H: -6.355 1.107 -2.995  -0.043
H: -6.089 2.737 -3.651  0.296
H: 9.758 -2.509 -2.169  0.318
H: 7.588 -4.425 0.888  0.225
H: 3.152 0.259 8.697  0.239
H: 3.796 3.010 -4.556  0.307
H: 7.984 1.347 -0.204  0.270
H: 2.838 -1.008 4.330  0.340
H: 1.475 -1.708 3.406  0.139
H: -9.503 5.910 -1.633  0.265

Cartesian forces (eV/Å) of the 3 atoms listed first:
0.37 0.67 1.29
0.16 -1.31 0.31
-0.70 0.87 1.41